No. 1
# C4H7NO

4 unconnected molecules or ions with the total composition C4H7NO at a distorted geometry (ωB97M-V/def2-TZVPD, the OMol25 dataset).

Orbital gap = 9.71 eV
Lowest unoccupied orbital energy = 0.6 eV
Energy relative to the best compared isomer or geometry (same formula, charge and spin) = 602.2 kJ/mol

Last column: natural (NBO) charge in e.
Geometry (Å):
C (1.26400, 1.76428, -0.17798)  -0.69
C (1.13514, 0.32301, 0.10742)  0.34
C (-1.30340, -1.14095, 0.08722)  0.28
C (-0.98121, 0.03760, -0.14842)  -0.46
O (-2.13492, -2.18291, 0.05607)  -0.67
N (1.74151, -0.66403, 0.36756)  -0.45
H (-3.02920, -1.85649, -0.11838)  0.49
H (0.79159, -1.74667, 0.50184)  0.22
H (-0.08467, -1.94786, 0.47787)  -0.03
H (-1.27478, 1.03085, -0.40256)  0.23
H (2.30830, 2.06366, -0.08419)  0.24
H (0.65686, 2.34118, 0.52004)  0.24
H (0.91078, 1.97834, -1.18649)  0.24

=====

No. 2
# C48H50GaN2O4P3Si

A molecular structure, C48H50GaN2O4P3Si at a distorted geometry (ωB97M-V/def2-TZVPD, the OMol25 dataset).

Orbital gap = 6.76 eV
Lowest unoccupied orbital energy = -5.6 eV
Charge = +2
Energy relative to the best compared isomer or geometry (same formula, charge and spin) = 50.2 kJ/mol

Last column: Löwdin charge in e.
Geometry (Å):
Ga (0.38113, -0.20976, -0.24616)  0.57
C (2.21343, 3.03897, -0.26230)  -0.17
Si (0.52682, 2.29539, 0.14810)  0.66
C (-0.70221, 3.36555, -0.83120)  -0.29
C (-0.26242, 4.61580, -1.28366)  -0.10
C (-1.09864, 5.45805, -1.99433)  -0.06
C (-2.40194, 5.07502, -2.26771)  -0.04
C (-2.86899, 3.86068, -1.80075)  -0.06
C (-2.03447, 3.00878, -1.08068)  -0.39
P (-2.66959, 1.41828, -0.44344)  1.10
C (-3.97393, 2.05029, 0.66808)  -0.37
C (-3.68932, 3.16060, 1.46397)  -0.09
C (-4.56290, 3.54714, 2.46709)  -0.07
C (-5.73907, 2.84125, 2.67726)  -0.07
C (-6.03694, 1.74720, 1.87955)  -0.08
C (-5.15035, 1.33836, 0.89444)  -0.12
C (-3.52354, 0.89067, -1.98164)  -0.36
C (-4.86723, 1.07907, -2.29070)  -0.09
C (-5.36214, 0.67448, -3.52372)  -0.06
C (-4.52575, 0.08826, -4.46053)  -0.07
C (-3.17946, -0.08620, -4.17012)  -0.08
C (-2.68704, 0.31742, -2.94118)  -0.13
C (0.01902, 2.30778, 1.98030)  -0.28
C (-0.12490, 3.60640, 2.47722)  -0.10
C (-0.61418, 3.85700, 3.74723)  -0.05
C (-0.99460, 2.79246, 4.54955)  -0.04
C (-0.82526, 1.49697, 4.09408)  -0.08
C (-0.30987, 1.22979, 2.82485)  -0.33
P (0.02158, -0.52134, 2.36165)  1.11
C (-1.55774, -1.41518, 2.55545)  -0.37
C (-2.78220, -0.82469, 2.82768)  -0.07
C (-3.90601, -1.62688, 3.00121)  -0.06
C (-3.81256, -3.00549, 2.90589)  -0.07
C (-2.58408, -3.60059, 2.64731)  -0.07
C (-1.46665, -2.80733, 2.46614)  -0.11
C (0.84168, -1.23234, 3.84958)  -0.31
C (2.21539, -1.46184, 3.86394)  -0.11
C (2.83629, -1.97321, 4.99407)  -0.05
C (2.08872, -2.27620, 6.11980)  -0.05
C (0.71303, -2.09231, 6.10065)  -0.04
C (0.09041, -1.58680, 4.97233)  -0.08
H (2.44935, 3.85138, 0.42755)  0.06
H (2.20080, 3.44892, -1.27112)  0.04
H (3.01458, 2.30903, -0.21561)  0.00
H (0.74522, 4.95030, -1.07346)  0.09
H (-0.73298, 6.41652, -2.33690)  0.11
H (-3.05542, 5.72628, -2.83212)  0.12
H (-3.89269, 3.56731, -1.99058)  0.11
H (-2.77710, 3.72020, 1.30031)  0.10
H (-4.32543, 4.40438, 3.08299)  0.11
H (-6.41931, 3.14286, 3.46182)  0.11
H (-6.96029, 1.20342, 2.03301)  0.11
H (-5.37000, 0.45266, 0.31132)  0.10
H (-5.53366, 1.55435, -1.58429)  0.10
H (-6.40566, 0.83270, -3.76041)  0.11
H (-4.91525, -0.21330, -5.42298)  0.11
H (-2.51421, -0.51825, -4.90655)  0.11
H (-1.62747, 0.21650, -2.71810)  0.08
H (0.14155, 4.44980, 1.84808)  0.11
H (-0.71027, 4.87423, 4.10210)  0.12
H (-1.39912, 2.96694, 5.53717)  0.12
H (-1.08412, 0.67892, 4.74915)  0.10
H (-2.86801, 0.25022, 2.91011)  0.10
H (-4.85857, -1.16691, 3.22020)  0.11
H (-4.69959, -3.61283, 3.02737)  0.11
H (-2.49254, -4.67816, 2.60386)  0.11
H (-0.50394, -3.26895, 2.27448)  0.11
H (2.81133, -1.26095, 2.98318)  0.07
H (3.90554, -2.13751, 4.99050)  0.11
H (2.57268, -2.67131, 7.00214)  0.12
H (0.11704, -2.35195, 6.96484)  0.12
H (-0.98678, -1.50017, 4.96197)  0.11
C (-3.27615, -2.85074, -0.88654)  0.06
C (-1.89740, -2.31944, -1.12100)  -0.47
O (-1.39389, -1.41790, -0.44916)  -0.08
N (-1.17838, -2.86092, -2.10195)  0.13
C (0.16244, -2.36554, -2.38896)  -0.08
C (1.09752, -2.75064, -1.27439)  -0.22
C (1.87800, -3.89341, -1.34841)  0.03
C (2.60753, -4.28810, -0.23688)  0.00
C (2.51202, -3.52982, 0.92009)  -0.03
C (1.74518, -2.37981, 0.89733)  -0.25
N (1.06333, -1.97561, -0.17655)  -0.03
H (-3.71016, -2.35546, -0.02357)  0.08
H (-3.24941, -3.92502, -0.70734)  0.10
H (-3.89688, -2.65514, -1.76283)  0.10
H (-1.55052, -3.63327, -2.63018)  0.17
H (0.13204, -1.27182, -2.43887)  0.10
H (0.47619, -2.76309, -3.35036)  0.15
H (1.91363, -4.46961, -2.26289)  0.13
H (3.23132, -5.17076, -0.27176)  0.13
H (3.03579, -3.81255, 1.82177)  0.13
H (1.66818, -1.75188, 1.77377)  0.00
C (6.13510, -0.84289, -0.88306)  -0.09
O (5.04023, -0.03127, -0.42087)  -0.35
P (3.59521, -0.70971, -0.20322)  0.92
O (2.71214, -0.06307, -1.46373)  -0.43
C (3.28236, 0.75076, -2.50260)  -0.08
O (2.98790, 0.31891, 0.93272)  -0.43
C (3.76948, 0.91386, 1.98367)  -0.08
H (7.03300, -0.23774, -0.80040)  0.10
H (5.99007, -1.14178, -1.92159)  0.09
H (6.24232, -1.74132, -0.27444)  0.08
H (3.53915, 0.12657, -3.35806)  0.10
H (4.17114, 1.27858, -2.16555)  0.09
H (2.52669, 1.47237, -2.80836)  0.09
H (3.23952, 0.79668, 2.92659)  0.08
H (3.88950, 1.97759, 1.78377)  0.09
H (4.75334, 0.45283, 2.05230)  0.09

=====

No. 3
# C24H28N4O4S

C24H28N4O4S in the gas phase (ωB97M-V/def2-TZVPD, the OMol25 dataset).

Orbital gap = 8.81 eV
Lowest unoccupied orbital energy = 0.4 eV
Structure (SMILES) = CCCCCC(=O)NN1C(=S)N(c2ccc(OC)cc2)C(=O)[C@@H]1CC(=O)Nc1ccccc1
Energy relative to the best compared isomer or geometry (same formula, charge and spin) = 136.7 kJ/mol

Last column: natural (NBO) charge in e.
Geometry (Å):
C (-6.26846, -2.66354, 1.15958)  -0.60
H (-5.79949, -2.23433, 2.04271)  0.20
C (-5.61201, -2.13090, -0.10793)  -0.39
C (-5.71677, -0.61089, -0.20552)  -0.40
C (-5.03759, -0.07632, -1.46600)  -0.39
C (-4.85297, 1.44747, -1.41271)  -0.49
C (-3.81393, 1.79982, -0.37221)  0.68
O (-4.04416, 2.24783, 0.73026)  -0.63
N (-2.55783, 1.49182, -0.78750)  -0.44
N (-1.45064, 1.58166, 0.02632)  -0.24
C (-0.20996, 1.63405, -0.50486)  0.27
S (0.10939, 1.95157, -2.07696)  -0.15
N (0.69760, 1.38740, 0.51821)  -0.49
C (0.05665, 1.11350, 1.69745)  0.71
O (0.57487, 0.83190, 2.74985)  -0.58
C (-1.43791, 1.12097, 1.39487)  -0.14
C (-1.99411, -0.31132, 1.54037)  -0.49
C (-1.24121, -1.19750, 0.55046)  0.68
O (-1.64518, -1.36856, -0.58074)  -0.62
N (-0.07120, -1.66755, 1.04916)  -0.63
C (1.00926, -2.23402, 0.35440)  0.22
C (0.91282, -2.68451, -0.95686)  -0.26
C (2.03533, -3.19273, -1.58654)  -0.20
C (3.24816, -3.26156, -0.92326)  -0.24
C (3.34064, -2.81743, 0.38576)  -0.18
C (2.22853, -2.30554, 1.02393)  -0.26
H (2.30235, -1.94318, 2.03954)  0.22
H (4.28168, -2.86528, 0.91303)  0.22
H (4.11743, -3.66237, -1.42302)  0.21
H (1.95681, -3.53785, -2.60656)  0.22
H (-0.02834, -2.62723, -1.47735)  0.25
H (0.14738, -1.43414, 2.00991)  0.42
H (-1.85722, -0.63650, 2.57116)  0.24
H (-3.05593, -0.31307, 1.29426)  0.25
H (-2.00154, 1.80418, 2.03922)  0.27
C (2.10062, 1.25550, 0.34677)  0.15
C (2.96580, 1.83087, 1.27011)  -0.19
C (4.32324, 1.64142, 1.14067)  -0.26
C (4.84072, 0.88388, 0.08652)  0.32
C (3.96647, 0.32229, -0.83842)  -0.30
C (2.60278, 0.50136, -0.70163)  -0.19
H (1.93558, 0.04531, -1.41463)  0.24
H (4.32676, -0.26838, -1.66442)  0.23
O (6.19069, 0.75084, 0.05876)  -0.49
C (6.77170, -0.00962, -0.97433)  -0.25
H (6.56216, 0.42276, -1.95752)  0.18
H (7.84456, 0.01670, -0.79079)  0.20
H (6.42455, -1.04750, -0.95147)  0.17
H (5.01215, 2.07321, 1.84850)  0.23
H (2.57236, 2.41212, 2.08838)  0.23
H (-2.36272, 1.10417, -1.70525)  0.43
H (-4.53374, 1.82098, -2.38658)  0.22
H (-5.79268, 1.92689, -1.13769)  0.23
H (-4.06481, -0.56042, -1.58099)  0.22
H (-5.64032, -0.33284, -2.33919)  0.21
H (-5.25672, -0.16026, 0.67697)  0.20
H (-6.76834, -0.31559, -0.20340)  0.20
H (-4.55808, -2.41942, -0.12278)  0.20
H (-6.08860, -2.58153, -0.98130)  0.19
H (-7.32569, -2.40816, 1.17798)  0.20
H (-6.17584, -3.74567, 1.21345)  0.21

=====

No. 4
# C45H44BrF4N3OTcTe

A molecular structure, C45H44BrF4N3OTcTe (ωB97M-V/def2-TZVPD, the OMol25 dataset).

Orbital gap (alpha / beta) = 6.73 / 7.36 eV
Lowest unoccupied orbital energy (alpha / beta) = -2.4 / -2.7 eV
Charge = +1
Spin multiplicity = 3

Last column: Mulliken spin population.
Geometry (Å):
Tc (0.69408, 1.43994, 1.79481)  1.71
C (1.49568, -0.95668, 3.46390)  -0.01
N (2.13565, 0.17373, 2.75573)  -0.04
C (3.17439, -0.37159, 1.85985)  0.03
C (2.77249, 1.08007, 3.76068)  0.01
C (1.74489, 1.94336, 4.47650)  0.01
N (0.82365, 2.45078, 3.46608)  0.09
C (0.00890, 3.52988, 3.64855)  0.04
C (-0.84677, 3.88376, 2.59713)  0.01
F (-0.83134, 3.07871, 1.46502)  0.00
C (-1.69914, 4.95789, 2.61398)  -0.02
F (-2.46868, 5.18901, 1.54462)  0.00
C (-1.76201, 5.77971, 3.72149)  0.04
C (-0.94021, 5.45735, 4.78388)  -0.01
F (-0.96230, 6.21478, 5.88230)  0.00
C (-0.08230, 4.37210, 4.76509)  0.02
F (0.66899, 4.13648, 5.85574)  0.00
H (2.25038, -1.49139, 4.04693)  0.00
H (1.06028, -1.64003, 2.73738)  0.00
H (0.71084, -0.59527, 4.12251)  0.00
H (3.89586, -0.96293, 2.43248)  0.00
H (3.69124, 0.44163, 1.35704)  -0.01
H (2.69789, -1.00682, 1.11356)  0.00
H (3.45700, 1.72142, 3.21011)  -0.01
H (3.35342, 0.48391, 4.47174)  0.00
H (2.28488, 2.73990, 4.98769)  0.01
H (1.21099, 1.37339, 5.24536)  0.01
H (-2.42194, 6.63284, 3.75937)  0.00
Br (3.18142, 4.38006, 2.57728)  0.00
C (4.03322, 3.38610, 1.20157)  -0.04
C (5.39026, 3.52424, 1.11118)  0.02
C (6.07502, 3.06275, -0.02894)  -0.01
C (5.36121, 2.59709, -1.09231)  0.02
C (3.95303, 2.46555, -1.01909)  -0.02
C (3.21421, 2.14057, -2.18754)  0.06
C (1.85596, 2.08227, -2.13841)  -0.03
C (1.21292, 2.14379, -0.87991)  0.11
C (1.87749, 2.35100, 0.31485)  -0.10
C (3.26420, 2.72697, 0.19940)  -0.01
H (5.92732, 4.04733, 1.89031)  0.00
H (7.15063, 3.16250, -0.08274)  0.00
H (5.85630, 2.34578, -2.02233)  0.00
H (3.75139, 2.00846, -3.11908)  0.00
H (1.26819, 1.93728, -3.03780)  0.00
H (0.13824, 1.98199, -0.87018)  -0.01
C (-1.40813, -7.03981, -2.48910)  0.00
C (-1.10091, -5.61433, -2.13196)  0.00
C (-2.08283, -4.63583, -2.19139)  0.00
C (-1.82767, -3.30217, -1.89083)  0.00
C (-2.98149, -2.34064, -1.91312)  0.00
C (-0.51886, -2.95530, -1.53789)  0.00
Te (0.19595, -0.98228, -1.27669)  0.01
N (-0.10206, -0.36230, 0.56024)  0.03
C (-1.01298, -0.62030, 1.49626)  0.06
O (-1.02593, 0.20642, 2.45386)  0.01
C (-1.93237, -1.78226, 1.54873)  -0.01
C (-1.45070, -3.07510, 1.37899)  0.00
C (-2.31490, -4.15568, 1.47111)  0.00
C (-3.66197, -3.94213, 1.72396)  0.00
C (-4.14133, -2.65194, 1.92001)  0.00
C (-3.27586, -1.57333, 1.85289)  0.00
C (-1.11961, 0.10063, -2.52801)  0.00
C (-0.78419, -0.05242, -3.87986)  0.00
C (0.33727, -0.94668, -4.34980)  0.00
C (-1.51976, 0.65111, -4.82614)  0.00
C (-2.55267, 1.50188, -4.46117)  0.00
C (-3.34617, 2.25045, -5.49322)  0.00
C (-2.84741, 1.63490, -3.10892)  0.00
C (-2.15699, 0.94801, -2.11851)  0.00
C (-2.59320, 1.14403, -0.69200)  0.01
C (0.49491, -3.92312, -1.44003)  0.00
C (1.90131, -3.60104, -0.99476)  0.00
C (0.17861, -5.24083, -1.73447)  0.00
H (-2.46341, -7.26612, -2.34480)  0.00
H (-0.81773, -7.73369, -1.89199)  0.00
H (-1.17063, -7.22498, -3.53865)  0.00
H (-3.09499, -4.91833, -2.45850)  0.00
H (-3.91695, -2.88809, -1.81019)  0.00
H (-3.02145, -1.77455, -2.84508)  0.00
H (-2.92280, -1.63403, -1.08769)  0.00
H (-0.39653, -3.24031, 1.19447)  0.00
H (-1.93541, -5.16140, 1.34599)  0.00
H (-4.33879, -4.78397, 1.78940)  0.00
H (-5.18776, -2.49012, 2.14163)  0.00
H (-3.63040, -0.56756, 2.03998)  0.00
H (0.18071, -1.98941, -4.05839)  0.00
H (1.30665, -0.62176, -3.95883)  0.00
H (0.40732, -0.92392, -5.43517)  0.00
H (-1.26806, 0.53549, -5.87409)  0.00
H (-2.82876, 2.27559, -6.45056)  0.00
H (-3.53385, 3.27531, -5.17425)  0.00
H (-4.31537, 1.77267, -5.64815)  0.00
H (-3.64922, 2.29980, -2.80810)  0.00
H (-3.39467, 1.87869, -0.64759)  0.00
H (-1.78801, 1.49730, -0.05084)  0.00
H (-2.97265, 0.21717, -0.25922)  0.00
H (1.91936, -3.04746, -0.05103)  0.00
H (2.44209, -3.00937, -1.73724)  0.00
H (2.46253, -4.51959, -0.83611)  0.00
H (0.95086, -5.99691, -1.64902)  0.00

=====

Number 1 is which compound? C4H7NO